1.
# C3H2N2O2

A single C3H2N2O2 molecule (ωB97M-V/def2-TZVPD, the OMol25 dataset).

Results
Structure (SMILES): O=CC(=O)N1C=N1
E_HOMO: -10.04 eV
Orbital gap: 9.907 eV
Calculated total energy: -10214.3580 eV

Geometry as XYZ:
```
9
C3H2N2O2 ωB97M-V/def2-TZVPD
O -2.26 0.48 -1.02
C -1.71 0.25 0.03
C -0.39 -0.52 0.08
O -0.31 -1.68 -0.20
N 0.68 0.27 0.61
C 1.86 0.34 -0.17
N 2.03 -0.59 0.63
H -2.15 0.55 1.01
H 2.28 0.95 -0.96
```

---

2.
# C3H2N2O2

A single C3H2N2O2 molecule (ωB97M-V/def2-TZVPD, the OMol25 dataset).

Results
Structure (SMILES): O=Cc1cnno1
E_HOMO: -10.85 eV
Orbital gap: 9.601 eV
Calculated total energy: -10214.0967 eV

Geometry as XYZ:
```
9
C3H2N2O2 ωB97M-V/def2-TZVPD
O -1.98 -1.37 -0.77
C -1.42 -0.84 0.22
C -0.21 -0.04 0.14
C 0.66 0.41 -0.92
N 1.77 0.97 -0.19
N 1.41 1.26 1.03
O 0.29 0.61 1.13
H -1.54 -1.30 1.32
H 1.02 0.29 -1.95
```

---

3.
# C3H2N2O2

A single C3H2N2O2 molecule (ωB97M-V/def2-TZVPD, the OMol25 dataset).

Results
Structure (SMILES): O=CC(=O)N1C=N1
E_HOMO: -10.06 eV
Orbital gap: 10.131 eV
Calculated total energy: -10214.3242 eV

Geometry as XYZ:
```
9
C3H2N2O2 ωB97M-V/def2-TZVPD
O -2.20 0.56 -1.02
C -1.72 0.25 0.04
C -0.39 -0.51 0.11
O -0.33 -1.69 -0.11
N 0.67 0.31 0.59
C 1.85 0.37 -0.20
N 2.00 -0.61 0.54
H -2.21 0.43 1.01
H 2.37 0.97 -0.95
```

---

4.
# C3H2N2O2

A single C3H2N2O2 molecule (ωB97M-V/def2-TZVPD, the OMol25 dataset).

Results
Structure (SMILES): [H]/N=C1/N=CC(=O)O1
E_HOMO: -10.95 eV
Orbital gap: 9.873 eV
Calculated total energy: -10217.8348 eV

Geometry as XYZ:
```
9
C3H2N2O2 ωB97M-V/def2-TZVPD
H -2.30 -1.52 -0.04
N -2.18 -0.52 -0.01
C -0.98 -0.20 -0.01
N -0.49 1.15 -0.01
C 0.77 1.12 0.02
C 1.28 -0.29 -0.03
O 2.39 -0.72 -0.02
O 0.15 -1.03 0.05
H 1.35 2.02 0.06
```

---

5.
# C3H2N2O2

A single C3H2N2O2 molecule (ωB97M-V/def2-TZVPD, the OMol25 dataset).

Results
E_HOMO (alpha / beta): -9.41 / -9.54 eV
Orbital gap (alpha / beta): 7.970 / 7.166 eV
Calculated total energy: -10211.0848 eV

Geometry as XYZ:
```
9
C3H2N2O2 ωB97M-V/def2-TZVPD
N -2.17 -1.22 0.20
C -1.23 -0.43 0.20
O 0.78 -0.50 -0.65
C 1.33 0.61 -0.07
O 1.96 0.77 -1.19
C -0.82 0.87 0.43
N 0.16 1.58 0.33
H -1.92 -2.16 -0.11
H 1.90 0.49 0.86
```

---

6.
# C3H2N2O2

A single C3H2N2O2 molecule (ωB97M-V/def2-TZVPD, the OMol25 dataset).

Results
Structure (SMILES): O=C1C=CN=[N+]1[O-]
E_HOMO (alpha / beta): -9.91 / -9.91 eV
Orbital gap (alpha / beta): 8.148 / 8.146 eV
Calculated total energy: -10214.3703 eV

Geometry as XYZ:
```
9
C3H2N2O2 ωB97M-V/def2-TZVPD
O 1.23 1.85 -0.06
C 0.50 0.92 0.03
C -0.88 0.63 0.09
C -1.03 -0.71 0.03
N 0.15 -1.42 -0.16
N 1.12 -0.63 0.06
O 2.34 -0.73 0.04
H -1.65 1.50 -0.14
H -1.78 -1.41 0.12
```

---

7.
# C3H2N2O2

2 unconnected molecules or ions with the total composition C3H2N2O2 (ωB97M-V/def2-TZVPD, the OMol25 dataset).

Results
E_HOMO: -8.57 eV
Orbital gap: 9.256 eV
Calculated total energy: -10216.5696 eV

Geometry as XYZ:
```
9
C3H2N2O2 ωB97M-V/def2-TZVPD
C -1.58 1.83 -0.55
C 0.58 0.18 -0.35
C -1.32 -1.28 0.02
N -0.20 -0.87 0.01
N 1.84 0.02 -0.03
O -1.71 2.05 0.56
O -2.31 -1.87 0.15
H 2.49 0.76 -0.25
H 2.22 -0.81 0.44
```

---

8.
# C3H2N2O2

A molecular structure, C3H2N2O2 (ωB97M-V/def2-TZVPD, the OMol25 dataset).

Results
E_HOMO: -11.34 eV
Orbital gap: 11.169 eV
Calculated total energy: -10215.5827 eV

Geometry as XYZ:
```
9
C3H2N2O2 ωB97M-V/def2-TZVPD
N 1.41 0.64 0.32
C 0.72 -0.37 0.08
O -0.63 -0.51 -0.22
C -1.49 0.52 -0.02
O -1.21 1.62 0.36
C 1.59 -1.79 -0.91
N 1.27 -1.75 0.24
H 0.84 1.48 0.40
H -2.50 0.16 -0.25
```

---

9.
# C3H2N2O2S

A molecular structure, C3H2N2O2S (ωB97M-V/def2-TZVPD, the OMol25 dataset).

Results
E_HOMO: -9.28 eV
Orbital gap: 7.316 eV
Calculated total energy: -21049.6879 eV

Geometry as XYZ:
```
10
C3H2N2O2S ωB97M-V/def2-TZVPD
C -0.94 -0.07 -0.45
C 0.14 -0.08 -1.53
C 1.18 0.17 0.32
H -1.43 -0.56 2.17
H 0.10 -0.17 -2.71
N -0.11 -0.12 0.68
N 1.35 0.03 -1.02
O -0.72 0.39 1.78
O -2.12 -0.06 -0.43
S 2.55 0.46 1.19
```

---

10.
# C3H2N2O2S2

2 unconnected molecules or ions with the total composition C3H2N2O2S2 (ωB97M-V/def2-TZVPD, the OMol25 dataset).

Results
E_HOMO (alpha / beta): -0.07 / 0.29 eV
Orbital gap (alpha / beta): 5.903 / 5.568 eV
Calculated total energy: -31887.2009 eV
Net charge: -2

Geometry as XYZ:
```
11
C3H2N2O2S2 ωB97M-V/def2-TZVPD
C 0.16 1.04 -0.69
C -0.51 -1.22 -0.55
C 0.56 0.46 0.56
N -0.59 -0.08 -1.25
N 0.29 -0.88 0.59
O 0.16 2.18 -1.18
O -1.11 -2.26 -0.70
S -0.43 2.03 2.87
S 1.17 -2.15 1.28
H 1.10 0.96 1.32
H -0.79 -0.09 -2.25
```

---

11.
# C3H2N2O3

A molecular structure, C3H2N2O3 (ωB97M-V/def2-TZVPD, the OMol25 dataset).

Results
E_HOMO: -10.03 eV
Orbital gap: 8.183 eV
Calculated total energy: -12260.1841 eV

Geometry as XYZ:
```
10
C3H2N2O3 ωB97M-V/def2-TZVPD
C 0.80 -0.25 -0.17
C 0.20 0.96 0.00
C -1.31 -0.74 0.08
H 0.87 1.78 -0.13
H -2.20 1.32 -0.30
N 2.21 -0.06 -0.11
N -1.20 0.76 0.37
O 3.06 -1.11 0.26
O -2.36 -1.38 0.01
O -0.08 -1.28 0.00
```

---

12.
# C3H2N2O3

A molecular structure, C3H2N2O3 (ωB97M-V/def2-TZVPD, the OMol25 dataset).

Results
E_HOMO: -10.54 eV
Orbital gap: 9.662 eV
Calculated total energy: -12261.4480 eV

Geometry as XYZ:
```
10
C3H2N2O3 ωB97M-V/def2-TZVPD
C 0.60 0.63 -0.07
C -1.47 -0.80 0.07
C 0.93 -0.81 -0.20
H 1.31 2.18 0.03
H -2.58 -1.38 0.74
N -0.44 1.31 -0.09
N -0.35 -1.48 -0.09
O 1.73 1.35 0.04
O -1.62 0.52 -0.31
O 1.90 -1.53 -0.13
```

---

13.
# C3H2N2O3

2 unconnected molecules or ions with the total composition C3H2N2O3 (ωB97M-V/def2-TZVPD, the OMol25 dataset).

Results
Structure (SMILES): N#[N+][O-].O=C=CC=O
E_HOMO: -9.98 eV
Orbital gap: 10.021 eV
Calculated total energy: -12262.4183 eV

Geometry as XYZ:
```
10
C3H2N2O3 ωB97M-V/def2-TZVPD
N 0.97 -2.44 -1.13
N 1.39 -2.10 -2.11
O 1.78 -1.51 -3.01
O -2.02 2.89 1.20
C -1.10 2.15 1.07
C -0.19 1.16 1.07
C -0.53 -0.18 0.70
O -1.57 -0.54 0.27
H 0.92 1.40 1.28
H 0.36 -0.82 0.66
```

---

14.
# C3H2N2O3

A single C3H2N2O3 molecule (ωB97M-V/def2-TZVPD, the OMol25 dataset).

Results
Structure (SMILES): O=C1N=NO/C1=C\O
E_HOMO: -10.08 eV
Orbital gap: 8.738 eV
Calculated total energy: -12262.5131 eV

Geometry as XYZ:
```
10
C3H2N2O3 ωB97M-V/def2-TZVPD
O -1.92 1.58 -0.13
C -1.50 0.43 0.05
N -2.29 -0.69 -0.05
N -1.56 -1.75 -0.04
O -0.22 -1.52 -0.03
C -0.09 -0.10 0.07
C 1.11 0.44 0.05
O 2.26 -0.29 -0.15
H 1.26 1.54 0.19
H 2.93 0.36 0.05
```

---

15.
# C3H2N2O4S

A gas-phase ion, C3H2N2O4S (charge -2) (ωB97M-V/def2-TZVPD, the OMol25 dataset).

Results
E_HOMO: 0.58 eV
Orbital gap: 5.540 eV
Calculated total energy: -25147.1153 eV
Net charge: -2

Geometry as XYZ:
```
12
C3H2N2O4S ωB97M-V/def2-TZVPD
C 1.56 -0.39 0.06
C 2.52 -1.05 0.38
C -0.75 0.52 -0.44
N 0.59 0.53 -0.11
N -1.45 -0.57 -0.41
O 3.39 -1.88 0.70
O -3.19 -1.18 1.39
O -1.32 1.59 -0.73
O -4.00 -0.96 -0.97
S -3.22 -0.29 0.12
H -1.07 -1.27 0.20
H 0.89 1.52 -0.03
```

---

16.
# C3H2N2OS

A single C3H2N2OS molecule (ωB97M-V/def2-TZVPD, the OMol25 dataset).

Results
Structure (SMILES): O=C=N/N=C\C=S
E_HOMO: -9.25 eV
Orbital gap: 7.708 eV
Calculated total energy: -19003.1175 eV

Geometry as XYZ:
```
9
C3H2N2OS ωB97M-V/def2-TZVPD
O 4.58 -0.42 -0.38
C 3.55 -0.94 -0.32
N 2.57 -1.59 0.02
N 1.26 -1.50 -0.21
C 0.60 -0.37 -0.11
C 1.14 0.75 0.63
S 1.14 2.34 0.32
H -0.41 -0.39 -0.57
H 1.57 0.54 1.66
```

---

17.
# C3H2N2OS

A single C3H2N2OS molecule (ωB97M-V/def2-TZVPD, the OMol25 dataset).

Results
Structure (SMILES): O=C1N=NCC1=S
E_HOMO: -9.14 eV
Orbital gap: 6.912 eV
Calculated total energy: -19003.2338 eV

Geometry as XYZ:
```
9
C3H2N2OS ωB97M-V/def2-TZVPD
O -0.23 -0.02 2.47
C -0.36 -0.16 1.27
N -1.51 -0.58 0.51
N -1.32 -0.45 -0.69
C -0.04 -0.03 -1.09
C 0.71 0.10 0.27
S 2.15 0.79 0.55
H 0.03 1.08 -1.53
H 0.57 -0.71 -1.75
```

---

18.
# C3H2N2OS2

A single C3H2N2OS2 molecule (ωB97M-V/def2-TZVPD, the OMol25 dataset).

Results
Structure (SMILES): S=c1ncc(S)no1
E_HOMO: -9.09 eV
Orbital gap: 7.783 eV
Calculated total energy: -29838.6304 eV

Geometry as XYZ:
```
10
C3H2N2OS2 ωB97M-V/def2-TZVPD
S -3.05 -0.04 0.05
C -1.43 0.05 -0.02
N -0.73 1.26 -0.05
C 0.54 1.22 -0.05
C 1.27 -0.03 0.01
S 3.03 -0.12 0.01
N 0.65 -1.17 -0.01
O -0.71 -1.11 -0.06
H 1.08 2.17 -0.10
H 3.22 1.15 0.38
```

---

19.
# C3H2N2S

A single C3H2N2S molecule (ωB97M-V/def2-TZVPD, the OMol25 dataset).

Results
Structure (SMILES): S=C1N=CC=N1
E_HOMO: -9.52 eV
Orbital gap: 7.568 eV
Calculated total energy: -16957.0049 eV

Geometry as XYZ:
```
8
C3H2N2S ωB97M-V/def2-TZVPD
S -1.91 -0.01 0.03
C -0.32 -0.02 -0.06
N 0.54 -1.21 -0.04
C 1.72 -0.73 0.03
C 1.66 0.77 -0.02
N 0.47 1.18 -0.02
H 2.63 -1.32 0.15
H 2.46 1.48 0.13
```

---

20.
# C3H2N2S

2 unconnected molecules or ions with the total composition C3H2N2S (ωB97M-V/def2-TZVPD, the OMol25 dataset).

Results
Structure (SMILES): N#CN=S.C#C
E_HOMO (alpha / beta): -9.38 / -9.37 eV
Orbital gap (alpha / beta): 6.752 / 6.820 eV
Calculated total energy: -16953.1452 eV

Geometry as XYZ:
```
8
C3H2N2S ωB97M-V/def2-TZVPD
N 1.54 -2.16 -2.78
C 1.45 -1.00 -2.89
N 1.37 0.22 -3.22
S 1.25 1.66 -2.71
C -0.17 0.49 -0.47
C -0.11 0.43 0.73
H -0.50 0.73 -1.45
H 0.16 0.59 1.75
```